[1]
Below is 2 unconnected molecules or ions with the total composition C3H12NO, with properties calculated with the ωB97M-V functional and the def2-TZVPD basis.

## Properties
**2S+1**: 2
**Orbital gap (alpha / beta)**: 3.91 / 12.47 eV
**Relative energy (zero: lowest compared OMol25 entry of this formula, charge and spin)**: 192.2 kJ/mol
**Charge**: 0

Last column: Löwdin charge in e.
Positions of all 17 atoms, in Å:
1 C -0.83 1.49 0.83  -0.18
2 C -0.48 0.06 0.85  -0.30
3 N 0.79 -0.29 0.10  -0.08
4 C 1.24 -1.66 0.34  -0.21
5 H -0.84 2.00 -0.13  0.05
6 H -1.96 1.49 1.03  0.10
7 H -0.35 2.09 1.60  0.07
8 H -0.38 -0.37 1.92  0.14
9 H -1.31 -0.49 0.23  0.13
10 H 1.45 0.43 0.44  0.08
11 H 0.84 -0.07 -0.88  0.06
12 H 0.67 -2.57 0.11  0.08
13 H 1.30 -1.80 1.42  0.07
14 H 2.22 -1.89 -0.13  0.07
15 H -1.27 1.04 -2.65  -0.10
16 H -0.54 -0.20 -2.72  0.05
17 O -0.55 0.73 -2.35  -0.06

***

[2]
Below is a molecular structure, C15H24N5O16P2Tc, with properties calculated with the ωB97M-V functional and the def2-TZVPD basis.

## Properties
**2S+1**: 4
**Orbital gap (alpha / beta)**: 6.74 / 8.37 eV
**Relative energy (zero: lowest compared OMol25 entry of this formula, charge and spin)**: 32.5 kJ/mol
**Charge**: -1

Last column: Löwdin charge in e.
Positions of all 63 atoms, in Å:
1 Tc -0.04 -0.48 -0.62  1.62
2 C -0.40 4.52 0.82  -0.07
3 C -1.49 3.45 0.84  -0.56
4 O -2.77 4.06 1.18  -0.08
5 P -1.10 2.23 2.17  0.48
6 O -2.19 1.08 2.02  -0.14
7 O -1.61 3.05 3.45  -0.12
8 O 0.30 1.80 2.33  -0.25
9 P -1.59 2.64 -0.82  0.35
10 O -3.15 2.17 -0.78  -0.17
11 O -1.38 3.53 -1.98  -0.28
12 O -0.72 1.43 -0.61  -0.45
13 H -0.32 5.00 1.79  0.08
14 H -0.65 5.27 0.06  0.08
15 H 0.56 4.07 0.56  0.09
16 H -3.46 3.49 0.81  0.08
17 H -1.84 0.26 1.59  0.04
18 H -2.41 3.56 3.22  0.08
19 H -3.55 2.38 -1.64  0.09
20 O 2.68 -3.60 -0.77  0.06
21 C 2.17 -2.53 -1.04  -0.58
22 O 0.92 -2.25 -0.78  -0.20
23 C 3.02 -1.50 -1.76  -0.05
24 C 4.05 -1.96 -2.54  0.06
25 C 4.86 -1.08 -3.23  -0.13
26 C 4.68 0.28 -3.11  0.06
27 C 3.68 0.76 -2.30  -0.04
28 C 2.77 -0.11 -1.66  -0.28
29 O 1.74 0.31 -1.01  -0.24
30 N 3.63 2.24 -2.13  -0.35
31 O 3.11 2.69 -1.15  0.10
32 O 4.17 2.91 -2.99  0.05
33 N 5.94 -1.58 -4.09  -0.37
34 O 6.67 -0.78 -4.63  0.06
35 O 6.06 -2.78 -4.23  0.07
36 H 4.23 -3.03 -2.61  0.13
37 H 5.33 0.97 -3.63  0.13
38 C -1.49 -1.39 4.84  -0.04
39 O -0.13 -1.13 4.51  -0.03
40 C 0.09 -1.04 3.18  -0.57
41 O -0.77 -1.19 2.35  0.03
42 N 1.41 -0.77 2.95  0.02
43 N 1.77 -0.35 1.67  0.03
44 H -1.50 -1.54 5.92  0.09
45 H -1.85 -2.28 4.34  0.09
46 H -2.12 -0.55 4.57  0.09
47 H 1.91 -0.41 3.73  0.14
48 H 2.71 -0.64 1.48  0.10
49 H 1.65 0.65 1.59  0.05
50 C -3.43 -2.50 0.55  -0.06
51 C -2.79 -2.05 -0.77  -0.71
52 C -3.78 -1.21 -1.58  -0.06
53 C -2.36 -3.29 -1.57  -0.06
54 N -1.65 -1.21 -0.48  -0.16
55 H -4.26 -3.19 0.36  0.08
56 H -3.81 -1.63 1.10  0.08
57 H -2.68 -2.99 1.18  0.08
58 H -4.64 -1.84 -1.85  0.08
59 H -3.30 -0.84 -2.49  0.08
60 H -4.13 -0.35 -0.99  0.07
61 H -3.21 -3.96 -1.75  0.08
62 H -1.57 -3.83 -1.04  0.08
63 H -1.95 -2.97 -2.54  0.08

***

[3]
Below is 2 unconnected molecules or ions with the total composition C4H5NO3, with properties calculated with the ωB97M-V functional and the def2-TZVPD basis.

## Properties
**Orbital gap**: 6.63 eV
**Relative energy (zero: lowest compared OMol25 entry of this formula, charge and spin)**: 765.8 kJ/mol
**Charge**: 0

Last column: Löwdin charge in e.
Positions of all 13 atoms, in Å:
1 C 1.06 -0.50 0.17  -0.29
2 C 0.32 -1.60 -0.05  -0.07
3 C -1.03 0.09 -0.09  -0.51
4 C 0.09 0.66 0.12  -0.27
5 H 2.96 -1.12 -0.04  0.21
6 H 2.69 0.76 0.52  0.08
7 H 0.29 -2.77 -0.51  0.19
8 H -2.93 -0.17 1.30  0.35
9 H 0.72 1.84 -1.09  0.22
10 N 2.38 -0.07 0.02  0.06
11 O -1.06 -1.27 -0.06  0.00
12 O -2.28 0.56 -0.06  -0.01
13 O 0.46 1.96 -0.03  0.03

***

[4]
Below is a molecular structure, C7H29LiN10O10, with properties calculated with the ωB97M-V functional and the def2-TZVPD basis.

## Properties
**Orbital gap**: 8.06 eV
**Charge**: 0

Last column: Löwdin charge in e.
Positions of all 57 atoms, in Å:
1 Li -25.35 -28.50 -3.99  0.82
2 C -22.98 -25.43 -4.40  0.01
3 C -23.86 -26.60 -4.04  -0.70
4 O -24.90 -26.49 -3.34  -0.09
5 O -23.51 -27.75 -4.47  -0.15
6 H -22.65 -25.43 -5.44  0.06
7 H -22.10 -25.52 -3.77  0.08
8 H -23.49 -24.49 -4.20  0.08
9 C -22.49 -31.15 -5.59  -0.69
10 O -22.75 -32.34 -5.68  0.03
11 N -22.28 -30.35 -6.66  0.16
12 N -22.46 -30.50 -4.38  0.15
13 H -22.02 -29.38 -6.53  0.09
14 H -22.43 -30.72 -7.58  0.11
15 H -22.42 -29.50 -4.39  0.04
16 H -22.25 -31.03 -3.55  0.11
17 C -27.44 -24.12 -2.97  -0.69
18 O -28.15 -23.25 -2.51  0.04
19 N -27.60 -25.47 -2.79  0.15
20 N -26.34 -23.83 -3.73  0.14
21 H -28.36 -25.86 -2.28  0.10
22 H -26.92 -26.11 -3.18  0.04
23 H -26.09 -22.87 -3.84  0.11
24 H -25.64 -24.56 -3.79  0.04
25 C -19.03 -23.21 -5.75  -0.69
26 O -17.87 -23.55 -5.69  0.04
27 N -19.43 -22.02 -6.29  0.15
28 N -20.05 -24.00 -5.30  0.15
29 H -18.66 -21.47 -6.64  0.11
30 H -20.35 -21.95 -6.67  0.09
31 H -19.75 -24.80 -4.78  0.09
32 H -21.00 -23.69 -5.24  0.07
33 C -23.20 -23.02 -0.84  -0.69
34 O -22.55 -22.13 -0.31  0.02
35 N -24.44 -22.80 -1.36  0.16
36 N -22.72 -24.28 -1.00  0.16
37 H -24.86 -23.49 -1.95  0.05
38 H -24.79 -21.86 -1.34  0.11
39 H -21.76 -24.45 -0.80  0.08
40 H -23.32 -25.04 -1.25  0.08
41 C -24.56 -24.17 -8.42  -0.68
42 O -24.44 -23.09 -8.96  0.03
43 N -25.69 -24.94 -8.51  0.15
44 N -23.58 -24.75 -7.65  0.14
45 H -26.55 -24.60 -8.89  0.10
46 H -25.65 -25.90 -8.22  0.06
47 H -22.76 -24.17 -7.57  0.09
48 H -23.64 -25.72 -7.41  0.04
49 O -20.42 -26.52 -1.05  -0.04
50 H -19.62 -26.30 -0.56  0.06
51 H -20.12 -26.59 -1.97  0.04
52 O -24.30 -27.62 -7.29  -0.05
53 H -24.06 -27.88 -6.39  -0.01
54 H -24.38 -28.45 -7.78  0.06
55 O -22.89 -28.33 -0.90  -0.05
56 H -21.99 -28.24 -1.24  0.01
57 H -23.45 -27.82 -1.49  0.00

***

[5]
Below is a molecular structure, C12H8BrCuNO2S, with properties calculated with the ωB97M-V functional and the def2-TZVPD basis.

## Properties
**Orbital gap**: 5.86 eV
**Relative energy (zero: lowest compared OMol25 entry of this formula, charge and spin)**: 0.0 kJ/mol
**Charge**: -1

Last column: Löwdin charge in e.
Positions of all 26 atoms, in Å:
1 Cu 0.06 1.38 -0.77  0.11
2 O 2.60 -1.22 -2.47  -0.01
3 C 1.64 -0.76 -1.85  -0.64
4 O 1.67 0.29 -1.13  -0.13
5 C 0.34 -1.58 -1.90  -0.15
6 C 0.56 -2.96 -1.83  -0.06
7 C -0.48 -3.89 -1.85  -0.12
8 C -1.78 -3.42 -1.97  -0.13
9 C -2.01 -2.06 -2.06  -0.17
10 C -0.98 -1.10 -2.01  -0.61
11 S -1.50 0.60 -2.15  0.52
12 H 1.59 -3.30 -1.78  0.11
13 H -0.27 -4.95 -1.78  0.08
14 H -2.61 -4.11 -2.00  0.09
15 H -3.03 -1.69 -2.16  0.08
16 Br 2.70 4.52 3.23  0.73
17 C 1.30 3.36 2.72  -0.67
18 C 0.50 2.76 3.67  -0.12
19 C -0.52 1.93 3.22  -0.05
20 C -0.69 1.74 1.86  -0.10
21 N 0.11 2.30 0.95  -0.02
22 C 1.09 3.11 1.37  -0.15
23 H 0.66 2.94 4.72  0.10
24 H -1.18 1.44 3.92  0.11
25 H -1.48 1.12 1.46  0.11
26 H 1.72 3.55 0.61  0.12

***

[6]
Below is a molecular structure, C3H4BF4N2Se4Tl, with properties calculated with the ωB97M-V functional and the def2-TZVPD basis.

## Properties
**Orbital gap**: 5.75 eV
**Relative energy (zero: lowest compared OMol25 entry of this formula, charge and spin)**: 7.7 kJ/mol
**Charge**: -2

Last column: Löwdin charge in e.
Positions of all 19 atoms, in Å:
1 Tl 0.34 0.49 0.95  0.54
2 Se 1.00 -2.55 2.16  -0.35
3 Se -1.27 -2.30 2.56  -0.32
4 Se -2.42 -2.07 0.57  -0.27
5 Se -2.75 0.22 0.20  -0.30
6 F 1.08 1.97 -1.13  -0.05
7 B 1.76 3.17 -1.46  -1.36
8 F 3.01 2.85 -1.97  0.11
9 F 1.90 3.93 -0.32  0.11
10 F 1.03 3.85 -2.41  0.11
11 N -0.33 -0.57 -2.05  -0.03
12 C -0.43 -1.43 -3.07  -0.12
13 C 0.31 -2.55 -2.72  -0.09
14 C 0.83 -2.25 -1.46  -0.19
15 N 0.43 -1.05 -1.08  -0.11
16 H -0.79 0.32 -1.92  0.09
17 H -0.99 -1.22 -3.95  0.10
18 H 0.43 -3.45 -3.29  0.07
19 H 1.44 -2.85 -0.81  0.06

***

[7]
Below is a molecular structure, H14O7, with properties calculated with the ωB97M-V functional and the def2-TZVPD basis.

## Properties
**Orbital gap**: 7.48 eV
**Relative energy (zero: lowest compared OMol25 entry of this formula, charge and spin)**: 942.3 kJ/mol
**Charge**: 0

Last column: Löwdin charge in e.
Positions of all 21 atoms, in Å:
1 O -7.14 -25.15 -12.32  -0.07
2 H -7.91 -24.59 -12.38  0.03
3 H -7.12 -25.44 -11.41  -0.24
4 O -5.05 -22.37 -12.20  0.06
5 H -4.79 -23.28 -12.09  -0.19
6 H -4.23 -21.88 -12.22  0.11
7 O -7.27 -26.01 -10.42  0.01
8 H -8.14 -25.75 -10.11  0.13
9 H -6.88 -26.47 -9.68  -0.18
10 O -5.48 -21.38 -10.43  -0.10
11 H -5.38 -21.76 -11.31  -0.26
12 H -6.00 -22.03 -9.95  -0.02
13 O -6.07 -26.74 -8.95  0.13
14 H -5.15 -26.92 -8.77  0.13
15 H -6.55 -27.25 -8.29  0.13
16 O -4.32 -24.30 -11.89  0.08
17 H -3.78 -24.83 -11.30  0.12
18 H -3.79 -24.20 -12.68  0.13
19 O -6.22 -23.99 -9.92  -0.03
20 H -6.43 -24.87 -9.62  0.00
21 H -5.39 -24.09 -10.39  0.02

***

[8]
Below is C21H25ClN4O3S in the gas phase, with properties calculated with the ωB97M-V functional and the def2-TZVPD basis.

## Properties
**Orbital gap**: 9.17 eV
**Relative energy (zero: lowest compared OMol25 entry of this formula, charge and spin)**: 82.9 kJ/mol
**Charge**: 0

Last column: Löwdin charge in e.
Positions of all 55 atoms, in Å:
1 C -3.98 -1.83 2.32  -0.11
2 N -3.63 -0.51 1.86  -0.33
3 S -3.56 -0.34 0.19  0.66
4 O -4.72 -0.99 -0.35  -0.28
5 O -3.37 1.06 -0.07  -0.30
6 C -2.09 -1.25 -0.27  -0.26
7 C -0.89 -0.57 -0.32  0.03
8 C 0.25 -1.33 -0.55  -0.18
9 N 1.56 -0.96 -0.62  0.17
10 C 2.24 -2.06 -0.77  -0.26
11 N 1.45 -3.17 -0.83  -0.02
12 C 0.15 -2.74 -0.69  -0.14
13 C -1.07 -3.40 -0.65  0.01
14 C -2.19 -2.63 -0.44  -0.07
15 H -3.17 -3.07 -0.42  0.11
16 H -1.15 -4.47 -0.78  0.11
17 C 1.90 -4.53 -1.00  0.00
18 H 1.04 -5.19 -0.97  0.09
19 H 2.59 -4.80 -0.20  0.10
20 H 2.41 -4.65 -1.95  0.10
21 C 3.73 -2.16 -0.85  -0.10
22 H 3.99 -2.66 -1.79  0.12
23 H 4.09 -2.79 -0.04  0.13
24 C 4.44 -0.80 -0.79  -0.09
25 C 4.40 -0.20 0.61  -0.51
26 O 5.29 -0.37 1.42  0.05
27 N 3.31 0.55 0.83  0.05
28 H 2.55 0.47 0.16  0.08
29 C 3.02 1.23 2.07  -0.16
30 H 3.89 1.12 2.72  0.12
31 H 2.15 0.76 2.55  0.12
32 C 2.71 2.72 1.81  -0.13
33 C 1.61 2.86 0.80  -0.24
34 C 0.28 2.87 1.19  -0.03
35 C -0.74 2.94 0.24  -0.13
36 C -0.41 3.00 -1.10  -0.68
37 C 0.92 3.00 -1.51  -0.09
38 C 1.92 2.93 -0.55  -0.05
39 H 2.95 2.93 -0.87  0.12
40 H 1.16 3.05 -2.56  0.10
41 Cl -1.67 3.05 -2.28  0.70
42 H -1.77 2.93 0.53  0.09
43 H 0.02 2.81 2.23  0.12
44 H 2.43 3.18 2.76  0.12
45 H 3.62 3.20 1.44  0.12
46 H 5.49 -0.95 -1.05  0.12
47 H 3.98 -0.12 -1.50  0.12
48 H -0.85 0.50 -0.20  0.09
49 C -2.55 0.13 2.57  -0.10
50 H -2.85 0.28 3.61  0.10
51 H -1.63 -0.46 2.54  0.09
52 H -2.38 1.09 2.09  0.07
53 H -4.37 -1.77 3.34  0.09
54 H -3.12 -2.52 2.31  0.09
55 H -4.75 -2.21 1.66  0.08

***

no.,F_max (Eh/bohr),energy (eV)
1,0.18839,-6838.419
2,0.03100,-76934.590
3,0.15250,-11854.064
4,0.02061,-43317.590
5,0.00992,-143679.229
6,0.01991,-283791.124
7,0.16275,-14551.695
8,0.02054,-57644.709